(1)
Entry from the Open Molecules 2025 dataset: a cluster of 11 separate species, C38H62O33 in total (ωB97M-V/def2-TZVPD).

```
! wB97M-V def2-TZVPD RIJCOSX def2/J DEFGRID3
* xyz 1 2
C 0.17812 4.00923 -4.74386
C 1.24839 3.17630 -4.07415
O 0.56411 2.56324 -2.94570
C -0.69452 3.06154 -2.87619
O -1.43784 2.89539 -1.93539
O -0.87043 4.00967 -3.81241
H 0.06300 3.66905 -5.77300
H 0.51904 5.04241 -4.81030
H 2.00866 3.86354 -3.70293
H 1.63805 2.40055 -4.73330
C -0.31425 0.19126 0.82253
C 0.26186 -0.13072 -0.57218
O 1.56930 -0.27446 -0.17451
C 1.86534 0.45612 0.90883
O 2.91516 0.73495 1.33887
O 0.72477 0.82952 1.52054
H -0.57292 -0.73572 1.33428
H -1.17615 0.85014 0.71707
H 0.12126 0.63721 -1.33285
H -0.17307 -1.02424 -1.02002
C -4.60158 -3.24322 -1.19774
C -4.70415 -3.75192 0.16311
O -3.35030 -3.75826 0.63406
C -2.59637 -3.15643 -0.20396
O -1.40978 -2.96449 0.02329
O -3.29032 -2.76123 -1.21796
H -5.33418 -2.48578 -1.47646
H -4.64490 -4.09358 -1.87826
H -5.16085 -4.73516 0.05014
H -5.40705 -3.28823 0.85522
C 0.06655 3.61709 2.92481
C -1.01153 3.62969 3.94256
O -2.12139 3.55925 3.10063
C -1.83513 3.96852 1.88003
O -2.63105 4.18982 0.99397
O -0.46651 4.03803 1.72276
H 0.60287 2.67564 2.80591
H 0.85751 4.31106 3.20924
H -1.04644 4.55632 4.51549
H -1.00291 2.77606 4.62031
C -4.24218 0.78553 -1.00637
C -5.09664 1.17163 -2.17567
C -4.73143 2.41964 -2.99850
O -4.68500 2.03283 -4.31661
C -4.89980 0.65919 -4.40964
O -4.84968 0.06488 -5.45509
O -5.06691 0.10386 -3.13660
H -3.25999 0.42138 -1.30768
H -4.71131 0.08022 -0.32040
H -4.03908 1.61601 -0.33023
H -6.12461 1.28936 -1.83288
H -3.74558 2.75250 -2.67384
H -5.33033 3.27316 -2.68082
C 1.42720 -0.53536 4.19756
C 2.12667 -1.54049 5.13536
C 3.05718 -2.49610 4.51071
O 4.27853 -2.26296 5.17703
C 4.09054 -1.42793 6.18105
O 4.93887 -1.07667 7.01493
O 2.92534 -0.88909 6.12030
H 0.86557 -1.06926 3.43099
H 2.17505 0.19261 3.88312
H 0.62514 -0.09063 4.78664
H 1.31662 -2.03126 5.67487
H 3.34098 -2.28895 3.47889
H 2.67078 -3.51010 4.61367
C 5.74131 2.95405 1.36642
C 6.24949 4.34027 1.79309
C 5.22053 5.44451 1.63834
O 5.40713 6.05682 2.91022
C 6.13129 5.33141 3.70611
O 6.38683 5.71529 4.87593
O 6.53717 4.26341 3.14950
H 6.47716 2.15114 1.41058
H 5.35068 2.98924 0.34942
H 4.84474 2.61670 1.88647
H 7.17707 4.57457 1.27080
H 4.21513 5.06205 1.46223
H 5.55390 6.15148 0.87863
C 4.25462 0.43724 -6.88496
O 3.63799 0.69540 -5.64631
C 4.30637 0.81550 -4.46872
O 5.44047 0.38887 -4.18850
O 3.44468 1.12727 -3.60260
C 3.68453 1.19753 -2.21773
H 5.07134 1.11573 -7.13138
H 3.48056 0.20564 -7.61659
H 4.75060 -0.52376 -6.74860
H 3.24088 2.09769 -1.79229
H 4.73123 1.38450 -1.97779
H 3.37354 0.29630 -1.68938
C -1.01787 0.46310 -8.14992
O -1.08971 0.56615 -6.77323
C -1.15875 -0.47726 -5.99065
O -1.16820 -1.64339 -6.33717
O -1.31252 0.02058 -4.69290
C -1.63545 -0.89142 -3.66625
H -0.90307 1.43681 -8.62615
H -1.95174 0.03652 -8.51600
H -0.23247 -0.26049 -8.36826
H -0.87761 -1.67018 -3.58079
H -2.62906 -1.32089 -3.79422
H -1.70847 -0.31466 -2.74422
C -1.00121 -7.03176 0.80654
C 0.02899 -6.41245 1.76546
O 0.79978 -5.46642 1.10023
C 1.78128 -4.76728 1.80207
O 2.08306 -5.02776 2.98000
O 2.28926 -3.75345 1.07975
C 1.87679 -3.48369 -0.27078
H -1.55931 -6.18340 0.41041
H -1.77630 -7.58997 1.33164
H -0.49508 -7.65884 0.07257
H 0.66436 -7.22975 2.10668
H -0.39249 -5.96968 2.66790
H 1.05009 -2.77471 -0.22590
H 1.59383 -4.35342 -0.86374
H 2.66825 -2.98835 -0.83321
C -1.42135 -3.39217 4.10440
C -2.14118 -2.20863 3.48807
O -2.85254 -1.45010 4.46636
C -3.82665 -0.46435 4.13128
O -4.11503 -0.26563 2.90986
O -4.62070 -0.16658 5.20491
C -5.77248 0.72691 5.10863
H -0.77728 -2.96679 4.87403
H -0.77202 -3.88279 3.37931
H -2.10814 -4.08862 4.58542
H -2.82638 -2.54608 2.71042
H -1.42853 -1.53278 3.01537
H -5.98039 1.17343 6.08099
H -6.76056 0.34599 4.85036
H -5.63842 1.62383 4.50392
*
```

Summary:
Frontier orbital gap (spin up / spin down)   0.313 / 0.036 Ha
Lowest unoccupied orbital energy (spin up / spin down)   -2.719 / -10.249 eV
Expectation value of S²   0.7568

(2)
Entry from the Open Molecules 2025 dataset: a structure of composition C29H50P2W (ωB97M-V/def2-TZVPD).

```
! wB97M-V def2-TZVPD RIJCOSX def2/J DEFGRID3
* xyz 2 3
W -0.29628 -0.34044 -0.92758
C 0.09975 2.92773 0.55970
C -1.04094 2.70671 -0.25782
C -1.14768 1.32610 1.61882
C 0.10117 1.96689 1.63448
C -1.84820 1.67966 0.38246
C 0.95696 4.11466 0.59347
H 0.60127 4.83605 -0.16231
H 2.01345 3.86420 0.39220
H 0.89108 4.56754 1.60382
C 1.17809 1.72619 2.60921
H 2.13548 2.11284 2.23192
H 1.30466 0.63264 2.71178
H 1.02796 2.14109 3.62896
C -1.68029 0.58713 2.76796
H -1.59378 1.17699 3.70504
H -1.10283 -0.34441 2.88874
H -2.73058 0.31223 2.61752
C -3.32434 1.88465 0.48370
H -3.55552 2.58885 1.32416
H -3.85204 0.93045 0.66378
H -3.71810 2.31901 -0.44500
C -1.45565 3.56416 -1.38527
H -1.97127 4.46872 -1.00716
H -2.14032 3.00639 -2.05059
H -0.58100 3.88321 -1.97968
C 1.08300 -1.38475 -2.06976
C 1.67103 -0.04969 -2.42493
C 1.11996 0.56014 -3.77812
C -0.39563 0.41808 -3.90705
C -1.14835 0.23055 -2.63607
C -1.55340 -1.22216 -2.20693
C -0.90519 -2.48002 -2.73650
C 0.58078 -2.32198 -3.15878
H 1.60275 0.09088 -4.64965
H -0.67106 -0.43806 -4.53249
H 1.41267 1.60691 -3.86999
H 0.65361 -1.97177 -4.20242
H 1.78175 -1.93954 -1.43510
H 2.74423 -0.13691 -2.64987
H 1.03867 -3.33473 -3.18975
H -0.92543 -3.25392 -1.93423
H -2.64469 -1.26885 -2.27857
H -1.52499 -2.89332 -3.54693
H -0.75345 1.28968 -4.44760
H -2.05241 0.82303 -2.69342
P 3.06618 1.66355 -0.21839
C 4.05674 0.14488 -0.21647
C 3.06609 2.71255 -1.70886
P -2.69864 -1.27260 0.00354
C 1.53332 0.70732 -1.10852
C -4.40151 -1.11252 -0.65255
C -2.52721 -3.01685 0.44473
H 3.68059 -0.59695 0.49910
H 4.99625 0.54955 0.13487
H 4.15432 -0.31733 -1.19196
H 2.05271 2.81791 -2.11868
H 3.75826 2.30198 -2.45124
H 3.34751 3.69516 -1.31423
H -2.25708 -3.63037 -0.41960
H -3.39502 -3.41268 1.00008
H -1.66048 -3.09958 1.11993
H 1.52911 -0.03023 -0.19576
H 0.79512 1.54617 -1.15711
H -5.09893 -0.84874 0.16526
H -4.68533 -2.06560 -1.11998
H -4.46557 -0.32227 -1.41289
C 2.17021 -3.36079 2.87125
C 1.03058 -2.36984 3.17606
C -0.24247 -3.09483 3.64937
C 1.51084 -1.37737 4.27737
C 0.67124 -1.68991 1.90986
C 0.07479 -1.43629 0.84183
H 2.43841 -3.97631 3.74080
H 3.04529 -2.78564 2.54291
H 1.82854 -4.00488 2.05859
H -0.04347 -3.67788 4.56379
H -1.05317 -2.37324 3.85551
H -0.56763 -3.78815 2.86441
H 2.45707 -0.87627 3.98659
H 0.74722 -0.60378 4.51676
H 1.70121 -1.96101 5.20946
*
```

Summary:
Energy above the lowest of the compared OMol25 structures with the same formula, charge and spin   8.794 eV
Frontier orbital gap (spin up / spin down)   0.213 / 0.206 Ha
Lowest unoccupied orbital energy (spin up / spin down)   -7.634 / -7.697 eV
Expectation value of S²   2.0774

(3)
Entry from the Open Molecules 2025 dataset: a structure of composition C6H18AgCl2O6 (ωB97M-V/def2-TZVPD).

```
! wB97M-V def2-TZVPD RIJCOSX def2/J DEFGRID3
* xyz 0 2
Ag -0.00877 0.39514 0.46511
Cl -1.67578 -0.06228 2.33968
Cl 1.67601 0.80380 -1.38012
C -0.33581 -2.17417 -2.47738
C 0.20425 -2.48225 -1.10063
O -0.52825 -1.92645 -0.00065
O -1.67437 -2.61172 -2.66210
H 0.29964 -2.72831 -3.17213
H -0.26368 -1.11418 -2.72715
H 1.24535 -2.18513 -0.99614
H 0.21961 -3.58081 -1.00092
H -1.40967 -2.30519 0.06195
H -2.11249 -2.65529 -1.80873
C -2.00748 1.76329 -1.55429
C -1.92098 2.75448 -0.41331
O -0.65988 2.70593 0.24027
O -1.88620 0.40502 -1.11606
H -1.16380 1.92711 -2.23653
H -2.90046 1.95977 -2.15172
H -2.72449 2.55730 0.30349
H -2.08650 3.74611 -0.84390
H -0.24062 3.56819 0.23202
H -2.68287 -0.10341 -1.28134
C 2.26229 0.58933 2.96361
C 2.85722 -0.25591 1.86330
O 1.78700 -1.06324 1.35390
O 1.24620 1.38923 2.30439
H 2.97627 1.27225 3.42736
H 1.78608 -0.05728 3.70508
H 3.68047 -0.87428 2.22162
H 3.21017 0.40153 1.06544
H 2.01613 -1.99336 1.40684
H 0.81541 1.93477 2.96906
*
```

Summary:
Energy above the lowest of the compared OMol25 structures with the same formula, charge and spin   0.000 eV
Frontier orbital gap (spin up / spin down)   0.348 / 0.241 Ha
Lowest unoccupied orbital energy (spin up / spin down)   0.364 / -2.419 eV
Expectation value of S²   0.7537

(4)
Entry from the Open Molecules 2025 dataset: a structure of composition BaH14O7 (ωB97M-V/def2-TZVPD).

```
! wB97M-V def2-TZVPD RIJCOSX def2/J DEFGRID3
* xyz 2 1
Ba -9.14351 7.40954 -7.24235
O -10.46782 5.06374 -8.20854
H -10.22694 4.49377 -8.95234
H -11.22456 4.62192 -7.79949
O -9.98407 8.25151 -4.79632
H -10.88382 8.45376 -4.49970
H -9.43301 8.40070 -4.01422
O -11.85378 7.83634 -7.53565
H -12.63337 7.56562 -7.02906
H -12.21673 8.23936 -8.33883
O -9.51561 10.14127 -7.71816
H -8.74046 10.48519 -8.19010
H -10.25933 10.68450 -8.01897
O -7.14790 5.85181 -8.30240
H -7.18144 5.68931 -9.25863
H -6.52958 5.19049 -7.96221
O -6.99968 8.53180 -6.13522
H -6.07046 8.64036 -6.39222
H -7.05778 8.93700 -5.25717
O -8.63464 5.11510 -5.89718
H -7.82625 4.61837 -6.06643
H -9.15684 4.54077 -5.31820
*
```

Summary:
Energy above the lowest of the compared OMol25 structures with the same formula, charge and spin   0.205 eV
Frontier orbital gap   0.449 Ha
Lowest unoccupied orbital energy   -6.329 eV

(5)
Entry from the Open Molecules 2025 dataset: a structure of composition C26H21KN11O2PS (ωB97M-V/def2-TZVPD).

```
! wB97M-V def2-TZVPD RIJCOSX def2/J DEFGRID3
* xyz -2 1
K -0.17083 0.49519 -0.04496
O -2.72916 -1.46107 2.75643
C -1.57618 -1.11794 2.54873
O -0.97073 -1.02004 1.44551
C -0.63285 -0.72347 3.72198
P 0.87783 -0.42454 2.72290
C 1.44818 -2.10478 2.29779
C 0.81995 -3.29678 2.63644
C 1.35107 -4.50226 2.21302
C 2.49492 -4.53208 1.43219
C 3.12194 -3.34659 1.08272
C 2.59737 -2.14341 1.51368
C 2.06409 -0.24214 4.16436
C 2.79255 0.93571 4.28854
C 3.66002 1.12952 5.35162
C 3.80411 0.14635 6.31610
C 3.10199 -1.04331 6.19268
C 2.24867 -1.23548 5.12204
H -0.52389 -1.48770 4.49578
H -0.97291 0.20107 4.20114
H -0.09535 -3.29928 3.21256
H 0.85472 -5.42683 2.48369
H 2.88859 -5.47753 1.08004
H 4.00083 -3.35108 0.45280
H 3.06411 -1.21496 1.21630
H 2.67083 1.70774 3.53664
H 4.22117 2.05353 5.43668
H 4.45787 0.30811 7.16556
H 3.21752 -1.81814 6.94214
H 1.71297 -2.17132 5.02529
N 1.74891 2.55031 -2.61935
C 2.37391 1.38657 -2.25947
N 3.56196 1.05747 -2.79408
N 3.86788 -0.09469 -2.21226
N 2.93103 -0.44066 -1.38580
N 1.95950 0.47271 -1.37883
C 0.48020 2.98906 -2.35939
N -0.01862 4.03863 -3.03288
N -1.22563 4.21266 -2.51235
N -1.44482 3.33436 -1.58620
N -0.38463 2.53098 -1.44922
H 2.20696 3.04915 -3.36613
S -1.03803 -6.59818 -2.26966
C -0.95412 -4.82919 -1.91109
C -2.00918 -3.99563 -2.24005
C -1.85609 -2.63929 -1.99424
N -0.76617 -2.10664 -1.48182
C 0.22613 -2.90746 -1.15225
C 0.18179 -4.28781 -1.33472
C -2.18462 -7.10969 -1.00036
C -3.56417 -6.98515 -1.15521
C -4.37007 -7.47499 -0.14595
N -3.91623 -8.06864 0.95266
C -2.59732 -8.17053 1.08740
C -1.68953 -7.71504 0.15307
H -2.91729 -4.37609 -2.68158
H -2.65247 -1.95272 -2.24244
H 1.10280 -2.43131 -0.74107
H 1.01414 -4.90937 -1.04072
H -3.99180 -6.52317 -2.03353
H -5.44781 -7.40733 -0.22018
H -2.25883 -8.65549 1.99399
H -0.62404 -7.81546 0.29961
*
```

Summary:
Energy above the lowest of the compared OMol25 structures with the same formula, charge and spin   1.394 eV
Frontier orbital gap   0.188 Ha
Lowest unoccupied orbital energy   3.489 eV

(6)
Entry from the Open Molecules 2025 dataset: a structure of composition C16H25F5MoNO6Te (ωB97M-V/def2-TZVPD).

```
! wB97M-V def2-TZVPD RIJCOSX def2/J DEFGRID3
* xyz 1 3
Mo 0.60672 0.04986 -0.03789
C 1.14873 -0.74300 3.17341
C 1.18900 -1.96044 2.25849
O 1.62702 -1.66679 0.91853
C 3.05026 -1.46793 0.69944
C 3.49498 0.00768 0.87575
O 2.32366 0.83606 1.01366
C 2.42367 2.17330 0.44293
C 1.05381 2.82909 0.52985
O 0.11654 2.08998 -0.29904
C -1.30551 2.26136 -0.08188
C -1.92185 0.85520 -0.12058
O -1.53643 0.08229 1.02842
C -2.01442 0.37336 2.33470
C -0.80819 0.75331 3.21260
O 0.40008 0.32552 2.59009
H 2.15689 -0.36469 3.35361
H 0.71914 -1.04410 4.12970
H 0.18967 -2.38260 2.14593
H 1.84554 -2.71461 2.69541
H 3.21090 -1.77069 -0.33191
H 3.60618 -2.13163 1.36008
H 4.05648 0.31585 -0.00891
H 4.11488 0.14340 1.76250
H 2.75687 2.09999 -0.60537
H 3.14758 2.76943 0.99964
H 1.13664 3.85506 0.17150
H 0.70052 2.82437 1.56522
H -1.70811 2.86942 -0.88950
H -1.48976 2.73574 0.88520
H -1.09669 0.68671 -2.01143
H -3.00837 0.89157 -0.22330
H -2.49778 -0.53200 2.70035
H -2.75159 1.17623 2.31010
H -0.91202 0.32554 4.20916
H -0.73631 1.83700 3.31754
N -1.24824 0.06745 -1.14620
C -2.00116 -1.10041 -1.58645
C -2.96759 -0.93296 -2.56423
C -3.69673 -2.03246 -2.98670
C -3.45028 -3.28382 -2.43801
C -2.46866 -3.44383 -1.47176
C -1.73917 -2.34683 -1.04197
H -3.11421 0.04158 -3.01702
H -4.44351 -1.91803 -3.76015
H -4.00646 -4.14463 -2.78372
H -2.26427 -4.42710 -1.06967
H -0.94068 -2.45436 -0.31295
F 2.57095 0.32471 -3.97849
Te 1.35530 1.43797 -3.07332
F -0.87854 1.98518 -2.76387
F 3.28833 2.08924 -2.35260
F 0.22411 -0.13693 -3.39269
F 0.83289 1.86398 -4.88491
O 1.65917 0.02242 -1.44929
*
```

Summary:
Energy above the lowest of the compared OMol25 structures with the same formula, charge and spin   2.212 eV
Frontier orbital gap (spin up / spin down)   0.253 / 0.258 Ha
Lowest unoccupied orbital energy (spin up / spin down)   -4.529 / -4.622 eV
Expectation value of S²   2.0159

(7)
Entry from the Open Molecules 2025 dataset: a structure of composition C17H40GaNOP3 (ωB97M-V/def2-TZVPD).

```
! wB97M-V def2-TZVPD RIJCOSX def2/J DEFGRID3
* xyz 3 1
Ga -0.13161 0.61265 0.30930
P 1.45167 -0.81365 2.78117
P 1.39605 2.29319 0.77181
P -0.96334 -2.18146 0.63955
H -0.28584 2.84516 -5.71916
C -1.15658 2.23715 -5.48561
C -2.02224 2.53396 -4.51650
H -1.79530 3.23124 -3.70733
C 2.82404 -1.85375 2.14132
C 2.43111 0.22712 3.92992
C 0.77164 -1.92760 4.06890
C 0.88003 3.56040 -0.43547
C 1.29399 3.12889 2.38134
C 3.13389 1.91665 0.44938
C -2.31207 -2.25257 -0.58410
C -1.82002 -2.99606 2.05004
C 0.10911 -3.56632 0.06245
H -1.38489 1.42325 -6.17536
H -3.05342 2.16846 -4.62398
H 3.43095 -2.22899 2.97578
H 3.44319 -1.22337 1.49053
H 2.41635 -2.69101 1.56173
H 3.11518 -0.40638 4.50790
H 1.72845 0.70957 4.61901
H 3.00498 0.97397 3.37427
H 1.42986 -2.79608 4.16258
H -0.24050 -2.25089 3.81649
H 0.75168 -1.37214 5.01210
H 1.59944 4.38659 -0.33611
H -0.14113 3.92038 -0.22626
H 0.90768 3.14878 -1.45674
H 2.05693 3.91934 2.39185
H 1.48032 2.45891 3.22674
H 0.30751 3.59284 2.50433
H 3.76062 2.81480 0.41897
H 3.19647 1.42033 -0.52355
H 3.53254 1.23859 1.20846
H -2.74989 -3.25420 -0.53484
H -1.92001 -2.06494 -1.58623
H -3.08381 -1.50410 -0.36953
H -2.64646 -3.60808 1.66991
H -2.23877 -2.24353 2.72962
H -1.12254 -3.63947 2.59759
H -0.44877 -4.38546 -0.41427
H 0.66835 -3.96380 0.91824
H 0.81550 -3.14839 -0.66367
C -1.26857 0.88572 -2.33861
C -0.08572 0.46997 -3.00717
C -0.13703 -0.73856 -3.68146
C -1.37362 -1.37772 -3.88917
C -2.55864 -0.70152 -3.53616
C -2.51029 0.55313 -2.95206
O -1.26694 1.40317 -1.11381
H 0.51282 -0.50963 -0.59017
H 0.82742 1.08409 -2.98879
H 0.76653 -1.19704 -4.08402
H -1.41407 -2.37605 -4.33160
H -3.52773 -1.18470 -3.79314
H -3.37515 1.22663 -2.92452
N -1.56721 0.95989 1.78992
H -1.16821 1.45923 2.59123
H -2.02503 0.10584 2.12911
H -2.24888 1.54759 1.30787
*
```

Summary:
Energy above the lowest of the compared OMol25 structures with the same formula, charge and spin   0.000 eV
Frontier orbital gap (spin up / spin down)   0.164 / 0.228 Ha
Lowest unoccupied orbital energy (spin up / spin down)   -12.521 / -11.078 eV

Per-record max |F|, eV/A: 7.79 6.24 1.12 0.54 1.32 3.94 3.28